# 1
Computed, not measured: a structure of composition C42H34N3O4PbTe, with ωB97M-V/def2-TZVPD.

Properties
Net charge ... +1
Spin multiplicity ... 1
Kohn-Sham gap ... 5.7 eV

Each line ends with the Löwdin charge.
Geometry (Å):
1 Pb 0.81 0.47 0.07  1.62
2 C -4.97 -4.04 0.57  -0.04
3 C -3.65 -3.37 0.31  -0.25
4 C -2.49 -4.09 0.09  0.04
5 C -1.25 -3.50 -0.18  -0.06
6 C -0.05 -4.41 -0.28  -0.29
7 O 0.00 -5.38 0.44  0.11
8 C 1.04 -4.17 -1.28  -0.15
9 C 2.29 -4.74 -1.05  -0.01
10 C 3.31 -4.60 -1.99  -0.07
11 C 3.08 -3.90 -3.16  -0.08
12 C 1.83 -3.34 -3.40  -0.08
13 C 0.81 -3.47 -2.47  -0.04
14 C -1.15 -2.10 -0.20  -0.31
15 O 0.02 -1.49 -0.48  -0.32
16 C -2.31 -1.36 0.08  -0.14
17 C -3.53 -1.97 0.31  0.02
18 C -2.10 0.12 0.19  -0.28
19 N -1.58 0.67 1.22  -0.03
20 C -1.41 -0.07 2.47  -0.33
21 C -2.59 0.13 3.42  -0.50
22 Te -2.85 2.12 4.18  1.28
23 C -3.68 3.02 2.46  -0.59
24 C -3.23 4.28 2.05  -0.17
25 C -3.80 4.90 0.95  -0.09
26 C -4.82 4.28 0.24  -0.09
27 C -5.27 3.03 0.64  -0.08
28 C -4.71 2.40 1.75  -0.15
29 C -2.23 0.99 -1.01  -0.19
30 C -2.68 0.49 -2.24  -0.01
31 C -2.76 1.31 -3.35  -0.07
32 C -2.38 2.65 -3.25  -0.08
33 C -1.93 3.16 -2.04  -0.07
34 C -1.86 2.34 -0.93  -0.07
35 H -4.86 -5.12 0.59  0.08
36 H -5.71 -3.79 -0.20  0.08
37 H -5.39 -3.73 1.53  0.08
38 H -2.52 -5.18 0.11  0.13
39 H 2.44 -5.30 -0.14  0.12
40 H 4.28 -5.06 -1.81  0.11
41 H 3.87 -3.80 -3.90  0.10
42 H 1.64 -2.80 -4.33  0.10
43 H -0.17 -3.06 -2.67  0.12
44 H -4.40 -1.35 0.51  0.13
45 H -0.52 0.33 2.96  0.09
46 H -1.27 -1.14 2.30  0.12
47 H -2.43 -0.49 4.31  0.05
48 H -3.53 -0.18 2.96  0.04
49 H -2.43 4.77 2.60  0.09
50 H -3.45 5.89 0.65  0.11
51 H -5.26 4.77 -0.62  0.11
52 H -6.08 2.54 0.10  0.11
53 H -5.10 1.45 2.09  0.09
54 H -2.96 -0.56 -2.31  0.12
55 H -3.11 0.91 -4.29  0.11
56 H -2.45 3.30 -4.12  0.11
57 H -1.65 4.21 -1.96  0.11
58 H -1.56 2.74 0.04  0.10
59 O 5.91 -0.75 5.99  0.14
60 C 6.39 0.07 5.04  -0.47
61 O 7.41 0.65 5.20  0.14
62 C 5.58 0.23 3.76  -0.11
63 C 4.40 -0.44 3.50  0.00
64 C 3.72 -0.19 2.31  -0.02
65 C 4.21 0.71 1.38  -0.25
66 C 5.41 1.36 1.65  0.01
67 C 6.09 1.12 2.82  0.01
68 N 3.43 0.95 0.21  -0.01
69 C 3.86 1.61 -0.77  -0.08
70 C 3.04 1.87 -1.98  -0.25
71 C 3.55 2.65 -2.99  0.01
72 C 2.80 2.85 -4.14  -0.02
73 C 1.57 2.24 -4.25  -0.02
74 C 1.11 1.48 -3.19  -0.10
75 N 1.82 1.31 -2.07  -0.02
76 H 5.09 -1.18 5.73  0.09
77 H 3.97 -1.16 4.18  0.12
78 H 2.81 -0.74 2.10  0.09
79 H 5.83 2.07 0.94  0.11
80 H 7.02 1.61 3.05  0.13
81 H 4.88 2.02 -0.79  0.13
82 H 4.53 3.10 -2.88  0.13
83 H 3.19 3.47 -4.94  0.12
84 H 0.96 2.35 -5.14  0.12
85 H 0.13 1.00 -3.22  0.11

---

# 2
Computed, not measured: a structure of composition C42H34N8O4Tc, with ωB97M-V/def2-TZVPD.

Properties
Net charge ... +2
Spin multiplicity ... 4
Relative energy (zero: lowest compared OMol25 entry of this formula, charge and spin) ... 0.0 kJ/mol
Kohn-Sham gap (alpha / beta) ... 6.7 / 6.0 eV
⟨S²⟩ ... 3.78

Each line ends with the Mulliken spin population.
Geometry (Å):
1 Tc -0.46 -0.33 -0.63  2.18
2 O -0.78 -4.37 -1.32  0.08
3 C -0.84 -3.22 -0.94  -0.02
4 N -0.43 -2.09 -1.58  0.08
5 C 0.05 -2.10 -2.87  0.09
6 C 0.08 -3.18 -3.75  -0.05
7 C 0.56 -3.01 -5.03  0.10
8 C 1.04 -1.77 -5.45  0.00
9 C 1.03 -0.69 -4.59  0.04
10 C 0.54 -0.83 -3.29  0.12
11 N 0.44 0.19 -2.38  0.25
12 C 1.31 1.26 -2.48  -0.05
13 O 2.49 1.14 -2.72  0.07
14 C 0.67 2.59 -2.30  -0.01
15 C 1.42 3.74 -2.55  0.00
16 C 0.78 4.97 -2.47  0.00
17 C -0.56 5.00 -2.13  0.00
18 C -1.22 3.80 -1.89  0.00
19 N -0.62 2.62 -1.97  0.02
20 C -1.43 -2.87 0.40  0.05
21 C -2.04 -3.87 1.15  0.00
22 C -2.67 -3.52 2.33  0.01
23 C -2.65 -2.18 2.72  0.00
24 C -1.99 -1.26 1.93  0.04
25 N -1.40 -1.59 0.78  -0.03
26 H -0.29 -4.14 -3.42  0.00
27 H 0.56 -3.84 -5.71  0.00
28 H 1.41 -1.65 -6.45  0.00
29 H 1.38 0.28 -4.93  0.00
30 H 2.46 3.64 -2.81  0.00
31 H 1.33 5.88 -2.67  0.00
32 H -1.10 5.93 -2.08  0.00
33 H -2.27 3.78 -1.63  0.00
34 H -2.01 -4.88 0.78  0.00
35 H -3.18 -4.26 2.94  0.00
36 H -3.13 -1.87 3.63  0.00
37 H -1.92 -0.22 2.22  -0.02
38 N -2.91 1.57 0.47  0.02
39 C -1.68 2.08 0.86  0.02
40 C -1.70 3.22 1.67  0.00
41 C -0.51 3.83 2.02  0.01
42 C 0.67 3.26 1.55  -0.01
43 C 0.61 2.12 0.80  0.04
44 N -0.54 1.50 0.46  -0.13
45 C -3.30 0.83 -0.63  0.02
46 C -4.65 0.92 -0.99  -0.01
47 C -5.14 0.18 -2.04  0.01
48 C -4.24 -0.60 -2.76  0.00
49 C -2.92 -0.61 -2.37  0.05
50 N -2.44 0.05 -1.31  -0.04
51 H -3.68 2.09 0.86  0.00
52 H -2.64 3.64 1.99  0.00
53 H -0.51 4.72 2.62  0.00
54 H 1.62 3.72 1.77  0.00
55 H 1.51 1.65 0.43  0.00
56 H -5.31 1.58 -0.43  0.00
57 H -6.18 0.22 -2.31  0.00
58 H -4.55 -1.18 -3.61  0.00
59 H -2.20 -1.17 -2.95  0.00
60 C -0.16 1.71 5.22  0.00
61 O 0.57 1.21 4.12  0.00
62 C 0.68 -0.13 3.93  0.00
63 C -0.10 -1.11 4.53  0.00
64 C 0.07 -2.44 4.18  0.00
65 C 1.02 -2.81 3.23  0.00
66 C 1.84 -1.85 2.67  0.00
67 C 1.69 -0.52 3.02  0.00
68 N 2.58 0.50 2.66  0.01
69 C 3.54 0.53 1.77  0.00
70 C 3.72 -0.31 0.65  0.00
71 C 5.05 -0.50 0.19  0.00
72 C 5.32 -1.35 -0.85  0.01
73 C 4.26 -2.00 -1.50  -0.01
74 C 2.96 -1.77 -1.14  0.03
75 C 2.62 -0.90 -0.08  -0.01
76 O 1.41 -0.59 0.24  0.01
77 H 0.32 1.44 6.16  0.00
78 H -1.19 1.36 5.23  0.00
79 H -0.16 2.80 5.11  0.00
80 H -0.82 -0.85 5.29  0.00
81 H -0.52 -3.20 4.66  0.00
82 H 1.16 -3.85 2.97  0.00
83 H 2.65 -2.16 2.02  0.00
84 H 2.50 1.29 3.30  0.00
85 H 4.29 1.30 1.93  0.00
86 H 5.86 -0.02 0.72  0.00
87 H 6.33 -1.52 -1.17  0.00
88 H 4.48 -2.69 -2.30  0.00
89 H 2.16 -2.26 -1.67  0.00

---

# 3
Computed, not measured: a structure of composition C42H35Cl2Cu2N2O5, with ωB97M-V/def2-TZVPD.

Properties
Net charge ... +3
Spin multiplicity ... 1
Kohn-Sham gap ... 3.2 eV

Each line ends with the Löwdin charge.
Geometry (Å):
1 C 5.18 -7.14 5.15  0.06
2 N 4.99 -6.00 4.17  -0.07
3 C 5.73 -5.95 3.03  0.07
4 C 5.56 -4.84 2.15  0.06
5 C 4.66 -3.81 2.45  -0.10
6 C 3.96 -3.93 3.64  0.05
7 C 4.11 -5.06 4.48  0.03
8 C 4.51 -2.55 1.51  -0.10
9 C 4.14 -1.31 2.05  0.05
10 C 3.82 -0.23 1.17  0.03
11 N 3.96 -0.34 -0.19  -0.11
12 C 4.26 -1.54 -0.70  0.03
13 C 4.65 -2.65 0.13  0.07
14 C 3.92 0.88 -0.98  0.05
15 H 5.81 -6.78 5.96  0.12
16 H 5.79 -7.93 4.71  0.11
17 H 4.24 -7.52 5.55  0.12
18 H 6.51 -6.69 2.90  0.16
19 H 6.22 -4.87 1.30  0.13
20 H 3.23 -3.17 3.87  0.12
21 H 3.48 -5.35 5.31  0.16
22 H 3.96 -1.22 3.11  0.13
23 H 3.17 0.60 1.39  0.12
24 H 4.19 -1.64 -1.77  0.15
25 H 4.97 -3.60 -0.28  0.13
26 H 4.31 0.69 -1.99  0.13
27 H 4.62 1.51 -0.44  0.13
28 H 2.91 1.28 -0.96  0.08
29 Cu 0.81 -1.10 -1.19  0.66
30 Cu 0.59 -1.19 1.77  0.58
31 O 0.90 0.60 0.54  -0.38
32 H 1.08 1.52 0.81  -0.03
33 Cl -0.99 4.55 2.40  0.59
34 C -0.27 2.96 2.76  -0.64
35 C -0.35 2.63 4.30  -0.69
36 Cl 0.34 3.81 5.37  0.61
37 H 0.75 3.18 2.44  0.04
38 H -0.85 2.30 2.11  0.05
39 H 0.05 1.64 4.47  0.06
40 H -1.38 2.62 4.66  0.06
41 C -5.46 -4.54 2.75  -0.02
42 C -4.66 -3.81 3.67  -0.02
43 C -3.83 -2.77 3.21  0.01
44 C -3.67 -2.50 1.81  -0.07
45 C -4.44 -3.31 0.94  -0.07
46 C -5.43 -4.23 1.39  0.03
47 C -4.12 -3.28 -0.54  -0.25
48 O -4.42 -4.18 -1.35  0.12
49 C -3.42 -2.07 -1.03  -0.04
50 C -3.32 -1.85 -2.44  0.04
51 C -2.58 -0.76 -2.92  -0.03
52 C -2.03 0.17 -2.04  -0.05
53 C -2.06 -0.07 -0.67  -0.01
54 C -2.69 -1.22 -0.11  -0.07
55 C -2.58 -1.58 1.30  -0.30
56 O -1.82 -1.06 2.08  0.05
57 H -6.04 -5.37 3.11  0.12
58 H -4.47 -3.91 4.73  0.11
59 H -3.22 -2.27 3.95  0.11
60 H -5.99 -4.91 0.77  0.13
61 H -3.62 -2.56 -3.20  0.13
62 H -2.54 -0.68 -4.00  0.12
63 H -1.57 1.07 -2.44  0.08
64 H -1.65 0.69 -0.01  0.10
65 C 0.12 3.99 -0.97  -0.12
66 C 0.35 2.88 -1.76  -0.08
67 C -0.06 2.96 -3.11  -0.02
68 C -0.88 4.04 -3.52  -0.07
69 C -1.18 5.10 -2.61  -0.01
70 C -0.64 5.03 -1.29  0.00
71 C -2.04 6.25 -3.11  -0.24
72 O -2.24 7.29 -2.45  0.11
73 C -2.70 6.02 -4.43  -0.08
74 C -3.71 6.85 -4.89  0.01
75 C -4.22 6.88 -6.20  -0.02
76 C -3.66 6.01 -7.08  -0.08
77 C -2.76 5.10 -6.67  -0.01
78 C -2.25 5.05 -5.38  -0.06
79 C -1.20 4.06 -4.96  -0.31
80 O -0.62 3.41 -5.78  0.12
81 H 0.57 3.96 0.01  0.08
82 H 0.91 2.06 -1.34  0.04
83 H 0.18 2.19 -3.83  0.11
84 H -0.70 5.79 -0.52  0.12
85 H -4.02 7.68 -4.27  0.12
86 H -5.00 7.58 -6.47  0.12
87 H -3.87 6.00 -8.14  0.12
88 H -2.30 4.45 -7.40  0.13